# CH11N2O3

A cluster of 4 separate species, CH11N2O3 in total (ωB97M-V/def2-TZVPD, OMol25).

The electronic energy comes out at -10332.67668 eV. The calculation puts the molar mass at 99.110 g mol⁻¹. Its net charge is +1. The energy above the lowest of the compared OMol25 structures with the same formula, charge and spin comes out at 0.665 eV. The value obtained for the HOMO energy is -15.14 eV. The spin multiplicity is 1. The largest force on an atom comes out at 0.026 Eh/bohr.

Each atom is followed by the atoms it is bonded to, with distances in Å.
CARTESIAN COORDINATES (ANGSTROEM)
1 N -0.17208 -0.07425 -0.12336  C2 1.295, H4 1.025, H5 0.989
2 C -0.95634 -1.08893 -0.30483  N1 1.295, N3 1.307, H6 1.085
3 N -1.94798 -1.45781 0.46304  C2 1.307, H7 1.000, H8 1.009
4 H -0.26368 0.62271 0.62254  N1 1.025
5 H 0.73922 -0.17158 -0.49445  N1 0.989
6 H -0.82366 -1.58106 -1.26243  C2 1.085
7 H -2.55162 -2.19637 0.16315  N3 1.000
8 H -2.14791 -0.93123 1.30045  N3 1.009
9 H 2.18925 -0.53105 -2.62264  O11 0.965
10 H 1.32611 -1.72859 -2.81917  O11 0.950
11 O 1.63147 -1.14809 -2.13247  H9 0.965, H10 0.950
12 H 2.43477 2.19880 0.46387  O14 0.964
13 H 1.92555 1.76385 -0.89319  O14 0.963
14 O 1.63962 2.19634 -0.08183  H12 0.964, H13 0.963
15 H -1.62246 1.81238 2.44068  O17 0.965
16 H -0.38919 1.23091 3.00302  O17 0.967
17 O -1.01106 1.08397 2.27764  H15 0.965, H16 0.967

natural (NBO) population analysis, charges in e, atoms 1 to 8: -0.72, 0.40, -0.71, 0.46, 0.44, 0.22, 0.43, 0.44

---

# CH11NO4

A cluster of 4 separate species, CH11NO4 in total (ωB97M-V/def2-TZVPD, OMol25).

The electronic energy comes out at -10894.96897 eV. The calculation puts the molar mass at 101.102 g mol⁻¹. As for the SMILES: NCO.O.O.O. Its net charge is 0. The energy above the lowest of the compared OMol25 structures with the same formula, charge and spin comes out at 1.056 eV. The value obtained for the HOMO energy is -10.12 eV. The spin multiplicity is 1. The largest force on an atom comes out at 0.057 Eh/bohr.

Each atom is followed by the atoms it is bonded to, with distances in Å.
CARTESIAN COORDINATES (ANGSTROEM)
1 N -0.64514 -1.77172 2.28717  C2 1.390, H4 1.002, H5 1.001
2 C -1.60922 -1.08778 1.55639  N1 1.390, O3 1.485, H6 1.090, H7 1.089
3 O -1.42526 -1.18840 0.08675  C2 1.485, H8 0.954
4 H -0.05735 -1.15656 2.81713  N1 1.002
5 H -0.78718 -2.67318 2.69839  N1 1.001
6 H -1.58332 -0.00579 1.68217  C2 1.090
7 H -2.65403 -1.38290 1.64014  C2 1.089
8 H -0.48568 -1.33916 0.02184  O3 0.954
9 O 2.43678 -0.34791 -0.00904  H10 0.960, H11 0.994
10 H 2.41392 0.59829 0.15158  O9 0.960
11 H 2.14012 -0.63968 0.89334  O9 0.994
12 O -1.05801 1.03510 -2.02398  H13 0.982, H14 0.959
13 H -1.20729 0.25478 -2.60050  O12 0.982
14 H -1.80901 1.05733 -1.42867  O12 0.959
15 O 1.91332 3.00179 -1.53157  H16 0.966, H17 0.977
16 H 2.43363 2.20848 -1.71237  O15 0.966
17 H 1.00175 2.65191 -1.56477  O15 0.977

natural (NBO) population analysis, charges in e, atoms 1 to 8: -0.87, 0.07, -0.76, 0.38, 0.39, 0.16, 0.17, 0.47

---

# CH11NO4

A cluster of 4 separate species, CH11NO4 in total (ωB97M-V/def2-TZVPD, OMol25).

The electronic energy comes out at -10894.87772 eV. The calculation puts the molar mass at 101.102 g mol⁻¹. As for the SMILES: NCO.O.O.O. Its net charge is 0. The energy above the lowest of the compared OMol25 structures with the same formula, charge and spin comes out at 1.148 eV. The value obtained for the HOMO energy is -9.46 eV. The spin multiplicity is 1. The largest force on an atom comes out at 0.040 Eh/bohr.

Each atom is followed by the atoms it is bonded to, with distances in Å.
CARTESIAN COORDINATES (ANGSTROEM)
1 N 1.84852 1.18184 -0.99513  C2 1.439, H4 1.019, H5 1.008
2 C 2.28336 1.48346 0.34342  N1 1.439, O3 1.449, H6 1.100, H7 1.084
3 O 1.15162 1.65517 1.23240  C2 1.449, H8 0.962
4 H 0.96574 0.67958 -1.07212  N1 1.019
5 H 2.52136 0.57433 -1.43546  N1 1.008
6 H 2.75492 2.47659 0.36487  C2 1.100
7 H 2.90319 0.71923 0.79828  C2 1.084
8 H 0.38401 1.31906 0.76092  O3 0.962
9 O 1.22607 -2.52180 0.74194  H10 0.964, H11 0.964
10 H 1.81628 -3.22633 0.45187  O9 0.964
11 H 1.75409 -1.73020 0.58576  O9 0.964
12 O -1.88910 -0.93074 -1.53913  H13 0.966, H14 0.968
13 H -1.94612 -1.72858 -0.99821  O12 0.966
14 H -2.64737 -0.39653 -1.26326  O12 0.968
15 O -4.16813 0.17435 0.33501  H16 0.963, H17 0.965
16 H -3.88755 0.41134 1.22498  O15 0.963
17 H -5.07089 -0.14077 0.46385  O15 0.965

natural (NBO) population analysis, charges in e, atoms 1 to 8: -0.86, 0.10, -0.72, 0.37, 0.36, 0.16, 0.13, 0.46